# 1
{
  "formula": "C32H57IN3O18PS2",
  "method": "ωB97M-V with the def2-TZVPD basis set",
  "charge": 0,
  "orbital_gap_ev": 8.25,
  "total_energy_ev": -114492.3923,
  "elements": ["C", "H", "H", "O", "H", "H", "C", "H", "H", "H", "H", "H", "O", "C", "C", "O", "C", "O", "H", "C", "H", "H", "H", "C", "H", "H", "C", "H", "H", "H", "H", "O", "O", "O", "H", "H", "N", "H", "O", "H", "C", "H", "C", "P", "C", "H", "H", "C", "C", "O", "O", "O", "H", "C", "H", "C", "H", "O", "H", "O", "O", "H", "H", "I", "C", "C", "O", "H", "H", "C", "N", "H", "H", "H", "C", "H", "C", "H", "H", "H", "H", "H", "H", "H", "C", "C", "H", "H", "C", "C", "C", "O", "S", "O", "N", "C", "C", "H", "H", "S", "H", "C", "H", "H", "C", "H", "C", "C", "O", "H", "H", "H", "H", "C"],
  "xyz": [[-1.0071, 1.5085, 10.6755], [-7.0008, 3.3649, -0.8121], [-1.9059, 3.6159, -4.2385], [-3.5025, -0.6344, -9.2709], [12.7346, -4.0931, 2.2545], [-3.3851, 1.1688, -7.3044], [-5.2499, 5.0540, 0.2279], [-0.3895, 2.8211, -4.7108], [-0.4845, 0.5606, 10.5405], [-0.4617, 1.3858, 5.8563], [-0.6126, 3.5396, 11.2763], [13.2285, -4.9372, 0.7826], [10.6377, -2.7831, 1.0391], [-1.4606, 1.8221, -3.1310], [0.3462, 1.4907, -1.6752], [-5.0186, 4.0943, 0.9159], [-5.7489, -1.8030, -4.0663], [4.9924, -1.8587, 4.3770], [-2.5975, 6.8506, 0.4067], [-4.8836, -4.6541, -2.7286], [2.6672, -1.5198, 5.3187], [-5.1512, -0.4073, -8.1108], [-2.2662, 5.0763, -1.3297], [-8.0556, -4.2059, -3.1624], [-0.5971, -2.6978, -10.6732], [-8.4304, -1.0779, -2.9642], [12.3875, -4.4646, 1.2907], [-1.2655, 4.7803, 0.1059], [-3.2037, -2.6979, -4.0498], [-1.6736, 2.5588, 5.3186], [-4.2344, -1.3542, -2.0271], [-1.6551, 2.2533, 7.3311], [-1.8924, -1.0632, -10.6447], [1.3730, 0.6677, -1.4536], [-2.7392, 3.8484, -0.1680], [-0.4678, 3.7424, -3.2181], [-4.5924, -5.6519, -3.1746], [-2.0847, 2.0555, -2.2668], [9.6618, -1.5596, 2.5273], [11.5048, -3.7415, -0.5222], [-2.2889, 4.8358, -0.2649], [0.7446, 2.7630, 10.4784], [-7.3526, 4.2434, -0.2708], [-7.5024, -1.5599, -1.9995], [-6.3316, -2.6617, -2.9800], [-8.2439, -2.2755, -1.0401], [-1.9044, -4.1060, -1.6336], [-3.4346, 0.1349, -6.9545], [11.8155, -3.3460, 0.4441], [-1.8053, -1.9562, -8.5690], [11.9207, -1.6590, 2.5263], [-4.3950, 6.0337, -0.0653], [3.0162, 0.3183, 7.0071], [2.7804, -0.4772, 5.0193], [0.3461, 2.3212, 12.1425], [-0.9461, 2.3317, 6.0939], [-7.5303, 3.9978, 0.7748], [-6.4000, 5.2979, -0.4060], [-1.7989, 1.3423, 11.4049], [4.9505, -0.9147, 2.3229], [3.3942, -0.3938, 3.7245], [8.7370, -0.3772, 3.9057], [-8.2855, 4.5812, -0.7158], [-5.8413, -3.7868, -0.0727], [4.4929, -1.1328, 3.5585], [-5.1702, -3.3273, -2.1137], [-1.6631, 1.8938, 9.4596], [-0.4004, -1.4966, -11.9590], [-3.9706, 0.1054, -6.0088], [-2.8103, -2.6265, -3.0267], [-5.2993, -1.0341, -4.7625], [6.3956, -1.4305, 0.9779], [1.6873, 1.2721, 0.5200], [2.9588, 0.2949, -0.2256], [-1.8231, -3.7874, -2.6812], [10.4062, 0.0970, 3.5559], [-0.0762, 2.5945, 11.1750], [2.7805, 1.9898, -0.7016], [-3.1455, 5.6428, 1.5576], [-0.7957, -3.5740, -2.9941], [-4.1563, -1.7827, -7.6602], [1.7797, -0.0617, 4.9055], [-2.0490, 1.1902, -3.7962], [12.5541, -2.5661, 0.2545], [3.5450, 0.3219, 6.0534], [-0.9131, 1.8343, 8.3590], [0.1534, -1.1126, -10.3210], [6.9917, -1.1257, 2.6133], [-4.1222, -0.7401, -7.9795], [-0.6089, -1.6331, -10.9005], [-3.0830, 5.8792, 0.4945], [0.0842, 2.4779, -1.0387], [-9.0837, -5.0405, -2.3098], [0.2353, 1.4785, 8.3005], [-7.0697, -3.7613, -3.7054], [-2.3491, -1.2872, -9.4082], [2.2406, 1.0923, -0.4000], [-0.2112, 3.1355, 6.1346], [6.1219, -2.6415, 2.2368], [-6.6167, -0.0628, -1.1360], [3.6703, 1.3544, 5.7220], [6.1866, -1.5738, 2.0350], [-2.1431, -4.6579, -3.2795], [-2.1980, -1.7066, -3.0116], [-1.0344, 3.0752, -3.8678], [11.6248, -5.2191, 1.4914], [-3.9215, -2.4079, -1.9671], [10.8510, -1.9672, 2.0727], [-0.3299, 1.0330, -2.7313], [-2.4087, -0.1918, -6.7779], [4.5426, -0.0872, 6.2130], [-3.4958, -2.5423, -0.9663], [10.0668, -1.3516, 4.5497], [9.7383, -0.7500, 3.7029]],
  "lowdin_charge": [-0.21, 0.08, 0.08, 0.04, 0.07, 0.08, -0.61, 0.08, 0.12, 0.09, 0.08, 0.08, 0.04, -0.21, -0.61, 0.12, -0.20, 0.13, 0.12, -0.32, 0.13, 0.12, 0.08, -0.81, 0.10, 0.01, -0.07, 0.08, 0.10, 0.09, 0.07, 0.01, 0.00, 0.01, 0.07, 0.07, 0.22, 0.12, -0.01, 0.12, -0.07, 0.07, -0.04, 0.34, -0.57, -0.05, 0.08, -0.09, -0.21, 0.12, 0.13, 0.04, 0.08, -0.21, 0.08, -0.04, 0.10, 0.01, 0.12, 0.00, 0.03, 0.08, 0.09, 0.98, -0.61, -0.70, 0.04, 0.09, 0.02, -0.23, 0.25, 0.10, 0.10, 0.09, -0.09, 0.10, -0.07, 0.10, 0.12, 0.07, 0.12, 0.11, 0.11, 0.12, -0.06, -0.61, 0.10, 0.07, -0.22, -0.05, -0.21, 0.12, 0.76, 0.12, 0.06, -0.61, -0.03, 0.10, 0.10, 0.17, 0.08, -0.03, 0.05, 0.10, -0.06, 0.08, -0.26, -0.61, 0.03, 0.07, 0.07, 0.08, 0.10, -0.04]
}



# 2
{
  "formula": "C3H7ClN3O",
  "method": "ωB97M-V with the def2-TZVPD basis set",
  "charge": 1,
  "orbital_gap_ev": [7.46, 7.71],
  "total_energy_ev": -22252.9135,
  "elements": ["N", "H", "O", "H", "H", "C", "H", "N", "H", "H", "N", "Cl", "H", "C", "C"],
  "xyz": [[-0.1878, -1.8335, 0.2261], [-1.0318, -2.4550, 0.1368], [1.2039, 1.9271, -1.1841], [-2.4939, 1.5473, -0.2399], [-2.9679, 0.0921, 0.6800], [1.6876, 0.8244, -1.1735], [0.7944, -2.2392, 0.0221], [-2.3953, 0.9640, 0.6318], [2.0122, 0.5856, 0.8735], [1.8643, 0.2266, -2.0108], [-0.7102, 0.5743, 0.4032], [2.8626, -1.3593, -0.0230], [-2.2971, 1.6249, 1.4057], [-0.2831, -0.5639, 0.2515], [1.9422, 0.0848, 0.0006]],
  "lowdin_charge": [0.12, 0.16, 0.10, 0.16, 0.15, -0.37, 0.08, 0.17, 0.05, 0.10, 0.12, 0.79, 0.14, -0.32, -0.46]
}